Entry from the Open Molecules 2025 dataset: 2 unconnected molecules or ions with the total composition C7H7N at a distorted geometry (ωB97M-V/def2-TZVPD).

Values from the calculation:
SMILES: c1ccncc1.C#C
HOMO, eV: -9.51
HOMO-LUMO gap, eV: 10.220

Geometry (Å):
1 C -2.081 0.675 0.003
2 C -0.889 1.375 -0.204
3 C 0.253 0.624 -0.345
4 C 0.124 -0.836 -0.369
5 C -1.059 -1.352 0.089
6 C 2.570 0.431 0.624
7 C 3.202 -0.287 -0.100
8 H -2.973 1.306 0.266
9 H -0.933 2.460 -0.161
10 H 1.306 0.888 -0.603
11 H 0.873 -1.445 -0.604
12 H -1.272 -2.380 0.295
13 H 1.995 1.119 1.128
14 H 3.740 -0.992 -0.675
15 N -2.208 -0.676 0.310

***

Entry from the Open Molecules 2025 dataset: 2 unconnected molecules or ions with the total composition C7H7N3O2 at a distorted geometry (ωB97M-V/def2-TZVPD).

Values from the calculation:
HOMO (alpha / beta), eV: -7.50 / -8.70
HOMO-LUMO gap (alpha / beta), eV: 7.248 / 8.259

Geometry (Å):
1 C -2.689 -0.291 -0.353
2 C -2.062 -1.445 0.139
3 C -1.953 0.946 -0.507
4 C -0.742 -1.336 0.614
5 C -0.632 1.023 -0.191
6 C -0.060 -0.152 0.433
7 C 0.337 2.075 -0.355
8 N 1.558 1.978 0.072
9 N 1.979 0.914 0.758
10 N 1.320 -0.203 0.807
11 O 3.327 -1.218 -0.549
12 O 1.968 -1.259 -0.774
13 H -3.752 -0.208 -0.645
14 H -2.357 -2.475 0.226
15 H -2.307 1.872 -0.924
16 H -0.378 -2.267 0.941
17 H -0.021 2.894 -0.829
18 H 2.931 0.622 0.790
19 H 3.533 -1.472 0.346

***

Entry from the Open Molecules 2025 dataset: a molecular structure, C7H7N3OS2 at a distorted geometry (ωB97M-V/def2-TZVPD).

Values from the calculation:
HOMO, eV: -7.92
HOMO-LUMO gap, eV: 8.333

Geometry (Å):
1 C 1.766 -3.803 1.203
2 C 0.745 -1.684 0.337
3 C -1.108 0.018 -0.209
4 C -0.704 1.614 -0.363
5 C -1.212 2.433 -1.248
6 C -0.739 3.644 -1.065
7 C 0.265 3.525 -0.149
8 H -0.225 -4.510 1.450
9 H 1.077 0.240 -0.593
10 H -1.783 -0.346 -1.215
11 H -1.747 -0.350 0.694
12 H -2.012 2.025 -1.785
13 H -1.347 4.930 -1.128
14 H 0.915 4.180 0.370
15 N 0.501 -3.745 1.043
16 N -0.144 -2.585 0.669
17 N 0.325 -0.534 -0.301
18 O 0.371 2.249 0.209
19 S 2.687 -5.162 1.358
20 S 2.369 -2.139 0.721